[1]
16
Properties=species:S:1:pos:R:3:nbo_charge:R:1 method="wB97M-V/def2-TZVPD" energy_ev=-8866.941 homo_lumo_gap_ha=0.3783 smiles="C=C(C)C#N.CO"
C -0.27124 -1.34446 0.48115 -0.313
C -1.38251 -0.73656 0.05283 -0.123
C -1.53838 0.64975 -0.53213 -0.643
C -2.58072 -1.54205 0.05618 0.261
N -3.51514 -2.22272 -0.01254 -0.324
H -0.31968 -2.34277 0.90390 0.207
H 0.69297 -0.86056 0.43261 0.219
H -2.45827 1.11351 -0.15895 0.224
H -0.68969 1.29060 -0.28881 0.254
H -1.63299 0.58580 -1.62208 0.225
C 2.49313 0.80738 -0.16852 -0.258
O 1.30516 1.09767 0.54027 -0.737
H 2.95498 1.72492 -0.54819 0.175
H 2.21518 0.17659 -1.01990 0.185
H 3.22044 0.25226 0.43798 0.171
H 1.50676 1.35064 1.44620 0.477

[2]
16
Properties=species:S:1:pos:R:3:nbo_charge:R:1 method="wB97M-V/def2-TZVPD" energy_ev=-8866.311 homo_lumo_gap_ha=0.3323 smiles="CC=C=N.C=CO"
C -2.48803 -0.39812 0.23380 -0.611
C -1.42574 -1.42216 -0.07627 -0.445
C -0.29045 -1.50898 0.57986 0.420
N 0.73932 -1.62796 1.23850 -0.644
H -2.70105 0.23284 -0.63777 0.209
H -2.17709 0.25562 1.05428 0.218
H -3.42684 -0.88261 0.52791 0.213
H -1.59141 -2.13220 -0.88206 0.237
H 1.52016 -1.08426 0.85528 0.394
C 0.73456 1.48403 -0.71957 -0.500
C 1.96636 1.35901 -0.24945 0.122
O 2.64675 0.16561 -0.30487 -0.705
H 0.22038 0.64578 -1.18285 0.219
H 0.21269 2.43060 -0.62927 0.214
H 2.49848 2.18055 0.22936 0.172
H 3.56189 0.30226 -0.03689 0.488

[3]
16
Properties=species:S:1:pos:R:3:nbo_charge:R:1 method="wB97M-V/def2-TZVPD" energy_ev=-8868.041 homo_lumo_gap_ha=0.3740 smiles="C[C@H]1CN(C)C1=O"
C 2.36285 -0.17050 0.21706 -0.611
C 0.92914 0.26957 0.01674 -0.315
C -0.06347 -0.37516 -0.98577 -0.206
N -1.07033 -0.39918 0.08495 -0.437
C -2.40367 0.15011 -0.01907 -0.416
C -0.16821 0.02246 1.05446 0.691
O -0.30216 0.18606 2.24093 -0.579
H 2.46070 -1.25547 0.32161 0.212
H 2.76377 0.29802 1.12221 0.228
H 2.98278 0.15353 -0.62438 0.212
H 0.89423 1.35672 -0.14678 0.222
H -0.33603 0.24366 -1.84789 0.188
H 0.20160 -1.38526 -1.32494 0.195
H -2.37020 1.17490 -0.42083 0.180
H -3.03886 -0.45553 -0.66860 0.204
H -2.84214 0.18608 0.98030 0.230

[4]
16
Properties=species:S:1:pos:R:3:nbo_charge:R:1 method="wB97M-V/def2-TZVPD" energy_ev=-8866.071 homo_lumo_gap_ha=0.3250
C 2.13184 -0.18557 1.35929 -0.247
C 0.82638 0.27556 -1.10015 -0.458
C -0.58266 0.19199 -1.63325 -0.207
N -1.05113 0.45610 -0.24156 -0.420
C -2.21803 -0.16890 0.34410 -0.415
C 0.29464 0.33669 0.13279 0.487
O 0.79073 0.30838 1.37571 -0.490
H 2.12822 -1.26699 1.17987 0.185
H 2.57018 0.04349 2.32873 0.195
H 2.72912 0.28784 0.57248 0.184
H 1.77785 0.56175 -1.51386 0.218
H -0.91538 0.91674 -2.37937 0.190
H -0.85137 -0.82692 -1.94332 0.185
H -2.20632 -0.01042 1.42570 0.214
H -3.11275 0.32836 -0.05221 0.203
H -2.31132 -1.24812 0.14506 0.175

[5]
16
Properties=species:S:1:pos:R:3:nbo_charge:R:1 method="wB97M-V/def2-TZVPD" energy_ev=-8866.653 homo_lumo_gap_ha=0.3827
C 2.43802 -0.43429 -0.31799 -0.612
C 1.12617 0.28607 -0.61155 -0.453
C -0.17608 -0.31707 -0.28231 0.158
N -1.17533 0.43121 -0.09393 -0.451
C -2.48731 -0.12066 0.05517 -0.432
C -0.18010 1.19895 1.79716 0.480
O -1.08970 1.45857 2.43578 -0.541
H 2.30704 -1.52072 -0.35302 0.205
H 2.87893 -0.18884 0.65811 0.219
H 3.17154 -0.15180 -1.07892 0.216
H 1.16325 1.36459 -0.43355 0.240
H 0.76151 0.13301 -1.66379 0.233
H -0.21293 -1.41163 -0.39488 0.153
H -2.96078 0.33638 0.93277 0.209
H -3.08359 0.14884 -0.82137 0.205
H -2.48065 -1.21258 0.17232 0.170

[6]
16
Properties=species:S:1:pos:R:3:nbo_charge:R:1 method="wB97M-V/def2-TZVPD" energy_ev=-8865.822 homo_lumo_gap_ha=0.3658
H 2.18935 -0.34910 -2.35705 0.327
N 1.71158 0.25403 -1.74848 -0.619
C 0.88613 -0.41955 -1.03685 0.322
C 0.63054 -1.87591 -1.02138 -0.702
C -0.19006 0.56664 -0.08380 0.296
C -0.48394 1.83616 -0.23921 -0.536
O -0.37582 -0.13620 1.10860 -0.538
C -1.07548 0.41495 2.19297 -0.235
H 1.24828 -2.20024 -1.90848 0.216
H -0.46322 -1.94528 -1.31764 0.240
H 0.83822 -2.41418 -0.05692 0.256
H -1.12944 2.28105 0.42245 0.202
H -0.27921 2.29888 -1.20321 0.232
H -1.16056 -0.34967 2.85421 0.193
H -1.95870 0.86803 1.84949 0.173
H -0.38769 1.17038 2.54531 0.176

[7]
16
Properties=species:S:1:pos:R:3:nbo_charge:R:1 method="wB97M-V/def2-TZVPD" energy_ev=-8864.604 homo_lumo_gap_ha=0.3412
C 1.55781 1.32765 0.10838 -0.636
C 1.77757 -0.16068 0.02396 -0.022
N 1.19420 -1.07874 0.97654 -0.567
C 0.70086 -1.10216 -0.40955 -0.272
C -0.64926 -0.67823 -0.82385 0.245
C -2.69732 -0.18872 0.05198 -0.251
O -1.27482 -0.15874 0.21266 -0.516
H 1.72856 1.79534 -0.86662 0.222
H 2.25849 1.76653 0.82618 0.218
H 0.53933 1.56538 0.43043 0.217
H 2.77784 -0.45502 -0.29020 0.201
H 0.50413 -0.59312 1.55049 0.354
H 1.00283 -1.97471 -0.98452 0.220
H -2.88989 -0.47329 -0.98323 0.213
H -3.14320 0.77232 0.30730 0.188
H -3.04786 -0.96527 0.73491 0.189

[8]
16
Properties=species:S:1:pos:R:3:nbo_charge:R:1 method="wB97M-V/def2-TZVPD" energy_ev=-8865.727 homo_lumo_gap_ha=0.3857 smiles="[H]/N=C/[C@@](C)(O)C=C"
H -2.88611 1.18666 0.62517 0.346
N -1.85976 1.18931 0.79365 -0.617
C -1.37500 0.14751 0.36471 0.141
C 0.16772 -0.04786 0.46024 0.223
C 0.85981 1.19248 0.89322 -0.658
O 0.49534 -1.22410 1.18271 -0.711
C 0.78049 -0.30571 -1.22281 -0.203
C 0.15947 -1.28611 -1.86620 -0.400
H -1.92295 -0.79136 -0.15657 0.157
H 1.93918 1.07952 0.83167 0.210
H 0.49364 2.02259 0.30141 0.241
H 0.52065 1.33502 1.94357 0.221
H 1.24035 -1.14251 1.67023 0.472
H 1.56761 0.25815 -1.61441 0.194
H 0.52794 -1.78248 -2.75392 0.196
H -0.70838 -1.83112 -1.45265 0.187

[9]
16
Properties=species:S:1:pos:R:3:nbo_charge:R:1 method="wB97M-V/def2-TZVPD" energy_ev=-8867.428 homo_lumo_gap_ha=0.3935 smiles="C=NC[C@H](C)C=O"
C 0.32623 -2.52369 0.50741 -0.054
N -0.62630 -1.71457 0.31684 -0.386
C -0.40552 -0.63857 -0.63195 -0.244
C -0.50907 0.70762 0.09123 -0.338
C -0.15726 1.87634 -0.83745 -0.600
C 0.44438 0.74478 1.26710 0.457
O 0.20472 1.26854 2.32662 -0.512
H 0.21239 -3.32124 1.24247 0.179
H 1.28495 -2.46918 -0.03137 0.140
H -1.18356 -0.69004 -1.40267 0.214
H 0.57436 -0.72011 -1.13860 0.165
H -1.52044 0.83340 0.49088 0.231
H 0.88505 1.81343 -1.17487 0.206
H -0.28787 2.83015 -0.31759 0.227
H -0.79783 1.87663 -1.72567 0.218
H 1.44039 0.28057 1.07344 0.096

[10]
16
Properties=species:S:1:pos:R:3:lowdin_spin:R:1 method="wB97M-V/def2-TZVPD" spin_multiplicity=3 energy_ev=-8860.484 homo_lumo_gap_ha="0.2597 / 0.3489" s2=2.007
C -0.08649 1.77500 0.41304 0.033
C -0.63770 0.40178 1.00436 0.084
C 0.64850 1.40532 -0.96022 0.016
C -0.49908 -0.50917 -0.20284 0.642
C 0.19788 -2.73021 0.22951 0.838
N 0.55555 -0.10227 -1.13434 0.022
O -0.94395 -0.40847 -1.46257 0.201
H -0.83539 2.47554 0.13413 0.003
H 0.61760 2.27407 1.03314 0.005
H 0.04205 -0.07069 1.76314 0.004
H -1.65252 0.38526 1.39611 -0.001
H 0.19211 1.86793 -1.78457 0.004
H 1.67818 1.75668 -0.91516 0.000
H -0.76846 -2.99972 0.59308 0.053
H 1.08030 -2.37975 0.68911 0.055
H 0.41143 -3.14129 -0.79590 0.041

[11]
16
Properties=species:S:1:pos:R:3:lowdin_spin:R:1 method="wB97M-V/def2-TZVPD" spin_multiplicity=3 energy_ev=-8861.818 homo_lumo_gap_ha="0.2238 / 0.3118" s2=2.014
C 1.88126 -0.61152 -0.64363 0.116
C -1.63825 -0.39194 -1.31926 0.593
C -0.82393 -0.59450 1.33726 0.051
C 0.31220 1.37507 0.19777 0.066
C -0.18004 -0.04494 0.17324 0.431
N 0.69836 -0.98380 -0.44377 0.043
O -2.77822 -0.35123 -1.06221 0.488
H 2.62092 -1.33142 -1.03070 0.007
H 2.38985 0.23517 -0.38625 0.012
H -1.31618 -0.44445 -2.39346 0.122
H -0.81023 -1.65880 1.33022 0.004
H -1.66555 0.04699 1.52435 0.009
H -0.19516 -0.36519 2.18957 0.022
H 1.16705 1.57575 0.84081 0.027
H 0.92397 1.58513 -0.65637 0.005
H -0.58607 1.95968 0.34244 0.004

[12]
17
Properties=species:S:1:pos:R:3:lowdin_spin:R:1 method="wB97M-V/def2-TZVPD" spin_multiplicity=2 energy_ev=-10914.866 homo_lumo_gap_ha="0.1208 / 0.2487" s2=0.753 charge=-1
O 2.17736 0.03838 2.85415 0.316
C 1.24687 -0.50786 2.17376 0.380
C 1.38475 -0.47712 0.64892 0.072
C 0.47916 0.70190 0.20038 0.060
C -0.98147 0.30038 0.05143 0.028
C -1.52148 -0.29318 -1.21493 0.012
N -1.12639 0.23795 -2.42582 0.012
O -2.42074 -1.12957 -1.29558 0.001
H 0.57573 -1.15898 2.73469 0.045
H 2.44065 -0.35786 0.39663 0.015
H 0.94925 -1.40662 0.21479 0.012
H 0.63312 1.53036 0.92897 0.006
H 0.82569 1.29763 -0.67452 0.017
H -1.02782 -0.54047 0.74933 0.007
H -1.68639 1.03875 0.46897 0.005
H -1.63386 -0.08603 -3.22770 0.003
H -0.31444 0.81234 -2.58349 0.009

[13]
17
Properties=species:S:1:pos:R:3:nbo_charge:R:1 method="wB97M-V/def2-TZVPD" energy_ev=-10914.554 homo_lumo_gap_ha=0.3105 smiles="C[C@@H](C=O)/C(N)=C/O"
C 0.92267 1.72239 -0.28783 -0.611
C 0.86529 0.21996 -0.45720 -0.325
C 1.57852 -0.57212 0.60412 0.427
O 2.11289 -1.65195 0.42448 -0.580
C -0.44357 -0.59842 -0.09268 0.103
N -0.60397 -1.80844 -0.72965 -0.837
C -1.44215 0.14149 0.41205 0.049
O -2.72211 -0.37746 0.43216 -0.703
H 0.75080 2.01518 0.74611 0.207
H 0.18742 2.21072 -0.92359 0.225
H 1.91549 2.07490 -0.56674 0.223
H 1.15619 -0.10254 -1.45861 0.236
H 1.62276 -0.05802 1.58324 0.116
H 0.24559 -2.36400 -0.72881 0.408
H -1.51309 -2.22796 -0.59816 0.401
H -1.29069 1.07520 0.92784 0.177
H -3.34206 0.30105 0.71329 0.484

[14]
17
Properties=species:S:1:pos:R:3:nbo_charge:R:1 method="wB97M-V/def2-TZVPD" energy_ev=-10912.525 homo_lumo_gap_ha=0.3144
C -0.12658 -0.86230 0.66220 0.176
C 0.47162 0.38971 -0.48049 -0.189
C -0.06120 -1.51743 -0.58416 -0.354
C 0.17178 1.00294 -1.79724 -0.642
C -0.86996 0.57049 0.64249 0.640
N 0.63260 -1.20249 1.76835 -0.778
O -0.50293 1.28347 1.81164 -0.760
O -2.04543 0.64022 0.23299 -0.764
H -1.35760 1.62609 2.11907 0.500
H 1.50146 0.48971 -0.15570 0.218
H 1.46284 -1.76497 1.63801 0.373
H 0.72359 -0.47963 2.47228 0.417
H 0.59311 -2.37130 -0.73093 0.222
H -0.90106 -1.39743 -1.25419 0.253
H -0.87569 0.86085 -2.06544 0.245
H 0.83007 0.65145 -2.59324 0.210
H 0.35339 2.08063 -1.68564 0.234

[15]
17
Properties=species:S:1:pos:R:3:nbo_charge:R:1 method="wB97M-V/def2-TZVPD" energy_ev=-10912.761 homo_lumo_gap_ha=0.3406 smiles=O[C@H]1CO[C@H]2CN[C@H]21
O 2.02968 -0.70605 -0.21395 -0.726
C 1.22706 0.16747 0.38868 0.046
C 0.64135 1.32407 -0.45363 -0.106
O -0.70558 1.53260 -0.00739 -0.537
C -1.30303 0.37702 0.53589 0.063
C -1.70614 -0.59708 -0.53056 -0.266
N -0.50283 -1.52629 -0.26099 -0.648
C -0.07596 -0.60965 0.82062 -0.076
H 2.98271 -0.41786 -0.49604 0.503
H 1.63359 0.58338 1.34426 0.164
H 0.52262 1.12857 -1.54338 0.187
H 1.20415 2.33730 -0.22634 0.194
H -1.86006 0.61908 1.50226 0.206
H -2.57946 -1.26733 -0.38870 0.209
H -1.92557 -0.18651 -1.53653 0.204
H 0.41195 -1.47596 -0.68472 0.380
H 0.00551 -1.28277 1.75052 0.202